No. 1
Here is an isolated ion of composition C30H34N3 and charge +1 from OMol25. Energies are from ωB97M-V/def2-TZVPD.

Atoms and positions in Å:
C  7.58  4.30  0.64
N  6.44  5.22  0.69
C  6.67  6.59  0.30
C  5.21  4.80  1.11
C  5.12  3.82  2.13
C  3.87  3.46  2.61
C  2.68  3.72  1.90
C  1.32  3.11  2.27
N  1.29  1.64  2.26
C  2.56  1.00  2.45
C  2.48  -0.41  2.95
C  1.66  -1.18  1.98
N  0.38  -0.51  1.86
C  0.21  0.81  2.03
C  -1.21  1.22  1.79
C  -2.24  0.80  2.85
C  -2.83  -0.59  2.57
C  -1.78  -1.68  2.41
C  -0.71  -1.37  1.36
C  0.19  3.73  1.40
C  -0.03  3.64  0.02
C  -1.25  4.12  -0.49
C  -2.25  4.60  0.35
C  -2.02  4.75  1.72
C  -0.79  4.34  2.24
C  -0.37  4.21  3.64
C  -0.98  4.68  4.80
C  -0.22  4.80  5.97
C  1.12  4.40  5.96
C  1.68  3.74  4.84
C  0.91  3.63  3.68
C  2.78  4.71  0.91
C  4.00  5.31  0.58
H  7.34  3.36  1.15
H  7.84  4.05  -0.39
H  8.45  4.75  1.14
H  6.05  7.26  0.90
H  7.73  6.86  0.47
H  6.42  6.78  -0.76
H  6.03  3.42  2.61
H  3.90  2.93  3.56
H  3.15  1.07  1.53
H  3.11  1.49  3.24
H  3.49  -0.83  3.02
H  2.05  -0.42  3.96
H  2.16  -1.20  0.99
H  1.48  -2.20  2.31
H  -1.49  0.84  0.79
H  -1.27  2.29  1.67
H  -3.05  1.55  2.83
H  -1.79  0.86  3.85
H  -3.50  -0.86  3.40
H  -3.44  -0.53  1.67
H  -1.30  -1.89  3.38
H  -2.28  -2.62  2.12
H  -1.19  -0.92  0.47
H  -0.25  -2.30  1.01
H  0.73  3.20  -0.64
H  -1.42  4.10  -1.57
H  -3.24  4.86  -0.05
H  -2.76  5.16  2.41
H  -2.02  4.99  4.74
H  -0.65  5.26  6.87
H  1.76  4.62  6.81
H  2.70  3.38  4.88
H  1.89  5.05  0.39
H  4.02  6.14  -0.13

Computed properties:
ΔE to the lowest compared entry with this formula, charge and spin: 0.0 kcal per mole
Net charge: +1
LUMO: -2.20 eV

No. 2
Here is an isolated ion of composition C30H34N3O4 and charge +1 from OMol25. Energies are from ωB97M-V/def2-TZVPD.

Atoms and positions in Å:
C  4.11  3.04  -1.00
C  4.73  2.17  -1.77
C  6.12  1.65  -1.51
C  6.12  0.15  -1.51
C  6.51  -0.57  -2.63
C  6.48  -1.96  -2.64
C  6.05  -2.63  -1.52
C  5.64  -1.94  -0.39
C  5.68  -0.55  -0.38
O  5.32  0.25  0.68
C  4.78  -0.29  1.86
C  3.24  -0.34  1.80
O  2.79  -1.22  0.79
C  2.71  1.10  1.60
N  1.29  1.29  1.48
C  0.44  0.80  2.53
C  -0.10  -0.61  2.24
N  -0.84  -0.59  0.97
C  -1.58  -1.84  0.70
C  -2.95  -1.82  1.38
N  -3.98  -1.13  0.62
C  -3.97  0.25  0.59
O  -3.01  0.87  1.04
C  -5.12  0.92  0.00
C  -5.20  2.30  0.00
C  -6.30  2.95  -0.56
C  -7.31  2.22  -1.14
C  -7.27  0.81  -1.17
C  -8.28  0.03  -1.76
C  -8.20  -1.34  -1.77
C  -7.10  -1.98  -1.20
C  -6.09  -1.25  -0.61
C  -6.15  0.16  -0.59
C  -4.96  -1.95  0.01
O  -4.83  -3.15  0.04
C  0.09  -0.20  -0.11
C  0.66  1.20  0.20
H  3.12  3.41  -1.23
H  4.58  3.46  -0.13
H  4.25  1.77  -2.65
H  6.48  2.03  -0.56
H  6.77  2.01  -2.31
H  6.85  -0.04  -3.50
H  6.80  -2.50  -3.52
H  6.02  -3.71  -1.51
H  5.31  -2.50  0.47
H  5.08  0.39  2.67
H  5.19  -1.28  2.08
H  2.88  -0.76  2.75
H  3.35  -1.08  0.01
H  3.18  1.52  0.71
H  3.05  1.69  2.46
H  0.98  0.80  3.47
H  -0.42  1.48  2.63
H  -0.76  -0.93  3.05
H  0.72  -1.33  2.15
H  -1.60  0.17  1.05
H  -1.72  -1.96  -0.38
H  -0.99  -2.69  1.06
H  -3.31  -2.85  1.48
H  -2.89  -1.37  2.37
H  -4.40  2.87  0.46
H  -6.34  4.03  -0.54
H  -8.16  2.73  -1.57
H  -9.13  0.53  -2.20
H  -8.98  -1.92  -2.22
H  -7.03  -3.06  -1.20
H  -0.45  -0.18  -1.06
H  0.89  -0.94  -0.16
H  1.37  1.48  -0.58
H  -0.18  1.91  0.18

Computed properties:
ΔE to the lowest compared entry with this formula, charge and spin: 4.1 kcal per mole
Net charge: +1
LUMO: -3.59 eV

No. 3
Here is a 7-piece molecular cluster, C30H34N7O13 overall from OMol25. Energies are from ωB97M-V/def2-TZVPD.

Atoms and positions in Å:
N  0.75  33.39  42.05
O  1.75  32.61  41.90
O  -0.02  33.24  42.99
O  0.40  34.11  41.08
C  2.12  32.37  47.26
C  1.97  32.45  45.78
C  2.68  31.28  44.99
C  3.44  30.13  45.73
C  3.43  30.11  47.32
C  2.77  31.34  47.96
N  4.02  29.07  45.03
O  4.47  28.06  45.62
O  4.09  29.18  43.79
H  1.66  33.32  47.83
H  1.40  33.27  45.33
H  2.67  31.16  43.86
H  3.91  29.35  47.98
H  2.91  31.51  49.13
C  1.20  32.38  37.68
C  1.48  31.59  36.31
C  1.34  32.42  35.18
C  0.70  33.85  35.20
C  0.43  34.54  36.54
C  0.65  33.70  37.83
N  0.59  34.58  33.94
O  0.48  33.87  32.86
O  0.37  35.77  34.03
H  1.32  31.82  38.61
H  1.81  30.67  36.32
H  1.31  31.82  34.27
H  0.15  35.51  36.69
H  0.38  34.25  38.71
C  -1.61  35.67  45.23
C  -2.33  37.00  45.06
C  -2.44  37.95  46.24
C  -1.81  37.60  47.57
C  -1.01  36.19  47.68
C  -1.04  35.30  46.50
N  -1.93  38.51  48.70
O  -1.45  38.17  49.81
O  -2.86  39.31  48.59
H  -1.51  34.94  44.53
H  -2.74  36.95  44.05
H  -2.90  39.04  46.33
H  -0.66  36.04  48.62
H  -0.71  34.26  46.49
C  3.86  36.08  42.77
C  4.38  37.50  43.02
C  4.76  37.89  44.38
C  4.28  36.89  45.61
C  4.03  35.45  45.24
C  3.65  35.08  43.80
N  4.66  37.35  46.98
O  5.44  38.35  47.04
O  4.60  36.49  47.91
H  3.37  35.69  41.90
H  4.51  38.08  41.99
H  5.05  38.74  44.70
H  3.86  34.84  46.12
H  3.36  34.03  43.47
C  -0.47  29.49  43.44
O  0.36  28.64  43.21
N  -1.86  29.30  43.08
C  -2.69  30.36  43.41
C  -2.20  28.04  42.40
H  -0.31  30.39  43.98
H  -2.50  30.51  44.44
H  -3.67  29.96  43.02
H  -2.19  31.33  42.84
H  -3.06  27.93  42.04
H  -2.08  27.22  43.13
H  -1.67  27.98  41.42
C  4.73  29.93  38.68
O  5.21  29.50  37.62
N  3.59  29.38  39.17
C  3.09  29.78  40.38
C  2.89  28.29  38.54
H  5.15  30.92  39.14
H  3.80  29.78  41.19
H  2.23  29.12  40.72
H  2.77  30.78  40.27
H  3.23  27.22  38.84
H  3.04  28.21  37.55
H  1.91  28.18  38.69

Computed properties:
ΔE to the lowest compared entry with this formula, charge and spin: 0.0 kcal per mole
Net charge: -1
LUMO: 0.36 eV

No. 4
Here is C30H34N8O2PbS3 as an isolated structure from OMol25. Energies are from ωB97M-V/def2-TZVPD.

Atoms and positions in Å:
Pb  0.75  1.45  0.94
C  -3.24  -0.37  -1.11
C  -3.72  -1.29  -0.19
C  -3.10  -1.38  1.04
C  -2.04  -0.52  1.35
N  -1.55  0.32  0.43
C  -2.13  0.39  -0.76
C  -1.48  -0.43  2.71
C  -2.10  -1.06  3.79
C  -1.61  -0.83  5.07
C  -0.55  0.04  5.24
C  0.01  0.65  4.12
N  -0.44  0.38  2.89
C  1.00  1.73  4.25
C  1.56  2.08  5.48
C  2.30  3.25  5.59
C  2.48  4.03  4.46
C  1.97  3.56  3.26
N  1.27  2.44  3.15
H  -3.71  -0.25  -2.08
H  -4.57  -1.91  -0.42
H  -3.46  -2.10  1.76
H  -1.69  1.07  -1.47
H  -2.96  -1.68  3.65
H  -2.09  -1.30  5.92
H  -0.20  0.26  6.23
H  1.41  1.47  6.35
H  2.71  3.54  6.54
H  3.01  4.97  4.49
H  2.12  4.12  2.34
N  -0.36  3.49  -0.17
C  0.47  4.27  -1.11
C  1.53  5.07  -0.34
C  3.00  4.77  -0.69
C  3.41  3.31  -0.83
N  3.15  2.48  0.36
H  -1.15  3.09  -0.67
H  -0.76  4.12  0.53
H  -0.16  4.95  -1.69
H  0.93  3.57  -1.80
H  1.37  4.89  0.72
H  1.38  6.14  -0.50
H  3.62  5.25  0.07
H  3.24  5.25  -1.64
H  4.48  3.31  -1.05
H  2.91  2.84  -1.67
H  3.61  2.90  1.16
H  3.62  1.60  0.18
N  2.17  -0.81  1.26
C  3.40  -1.14  0.52
C  3.10  -1.56  -0.92
C  2.36  -0.45  -1.62
O  2.85  0.56  -2.01
O  1.01  -0.57  -1.74
H  2.39  -0.75  2.25
H  1.51  -1.58  1.15
H  3.96  -1.95  1.01
H  4.04  -0.25  0.51
H  2.52  -2.48  -0.92
H  4.05  -1.73  -1.43
S  0.13  -5.31  -5.76
C  -0.22  -4.30  -4.54
S  1.08  -3.42  -3.66
C  -0.18  -2.73  -2.65
N  -1.37  -3.10  -2.96
N  -1.42  -3.95  -3.97
C  -2.69  -4.52  -4.25
C  -3.66  -4.38  -3.26
C  -4.92  -4.91  -3.46
C  -5.21  -5.59  -4.63
C  -4.24  -5.72  -5.61
C  -2.98  -5.19  -5.43
S  0.10  -1.87  -1.18
H  -3.42  -3.86  -2.34
H  -5.68  -4.79  -2.70
H  -6.19  -6.02  -4.78
H  -4.46  -6.24  -6.53
H  -2.25  -5.30  -6.21

Computed properties:
Net charge: +2
LUMO: -6.06 eV

No. 5
Here is C30H34NO3P2S2Tl as an isolated structure from OMol25. Energies are from ωB97M-V/def2-TZVPD.

Atoms and positions in Å:
Tl  -0.14  -0.38  0.64
C  -3.82  -0.08  -1.32
C  -3.36  -0.16  0.11
C  -3.24  -1.39  0.75
C  -2.87  -1.47  2.09
C  -2.58  -0.31  2.81
C  -2.69  0.92  2.18
C  -3.09  0.99  0.85
H  -4.92  -0.07  -1.36
H  -3.47  -0.93  -1.90
H  -3.46  0.84  -1.80
H  -3.46  -2.30  0.20
H  -2.80  -2.44  2.58
H  -2.28  -0.38  3.85
H  -2.47  1.83  2.73
H  -3.22  1.96  0.38
O  3.46  -0.95  1.65
N  3.09  0.14  0.92
C  4.00  1.01  1.00
C  3.91  2.36  0.42
C  5.12  3.06  0.39
C  5.19  4.36  -0.07
C  4.04  5.01  -0.48
C  2.82  4.34  -0.46
C  2.74  3.01  -0.02
P  1.03  2.31  0.02
C  0.22  2.94  -1.45
C  -1.16  3.19  -1.44
C  -1.81  3.59  -2.59
C  -1.10  3.72  -3.78
C  0.26  3.43  -3.81
C  0.92  3.02  -2.66
C  0.35  3.15  1.49
C  0.53  2.52  2.72
C  0.13  3.15  3.89
C  -0.47  4.40  3.83
C  -0.66  5.03  2.60
C  -0.24  4.41  1.43
H  3.04  -1.69  1.17
H  4.93  0.76  1.51
H  6.02  2.56  0.73
H  6.14  4.87  -0.10
H  4.07  6.04  -0.81
H  1.93  4.86  -0.77
H  -1.71  3.08  -0.51
H  -2.87  3.80  -2.57
H  -1.61  4.02  -4.68
H  0.81  3.51  -4.74
H  1.97  2.77  -2.70
H  0.99  1.54  2.77
H  0.28  2.66  4.85
H  -0.80  4.88  4.74
H  -1.12  6.01  2.56
H  -0.38  4.91  0.48
C  -0.76  -5.02  -3.05
C  0.38  -4.16  -3.55
O  0.06  -2.76  -3.33
P  0.91  -1.87  -2.34
S  0.09  -0.07  -2.31
S  1.04  -2.76  -0.53
O  2.33  -1.92  -3.07
C  3.58  -1.43  -2.51
C  3.80  0.03  -2.82
H  -0.60  -6.05  -3.36
H  -1.71  -4.67  -3.48
H  -0.83  -4.98  -1.97
H  0.53  -4.26  -4.62
H  1.31  -4.41  -3.04
H  4.35  -2.04  -2.98
H  3.60  -1.63  -1.45
H  3.81  0.20  -3.89
H  4.77  0.35  -2.40
H  3.01  0.64  -2.37

Computed properties:
Net charge: +1
LUMO (alpha / beta): -2.82 / -6.10 eV
Spin multiplicity: 2

No. 6
Here is C30H34NO8SYb as an isolated structure from OMol25. Energies are from ωB97M-V/def2-TZVPD.

Atoms and positions in Å:
C  0.04  -0.57  -4.96
C  -0.59  -1.60  -3.98
C  -0.18  0.85  -4.38
C  -1.34  0.70  -3.40
H  -0.36  1.56  -5.19
H  0.73  1.13  -3.82
C  -1.24  -0.75  -2.88
H  0.18  -2.28  -3.59
H  -1.39  -2.17  -4.49
C  -0.37  -0.57  -1.62
H  -2.22  -1.12  -2.58
H  -2.30  0.91  -3.89
C  -1.07  1.54  -2.13
C  1.53  -0.75  -5.20
C  -0.42  -0.60  -6.42
O  -0.80  0.42  -6.97
O  2.28  -1.51  -4.62
O  1.92  0.02  -6.23
O  -0.37  -1.75  -7.11
C  0.20  -3.01  -6.65
H  -0.11  -3.29  -5.64
H  1.29  -2.97  -6.73
H  -0.19  -3.72  -7.38
C  3.28  -0.12  -6.65
H  3.96  0.20  -5.86
H  3.36  0.53  -7.52
H  3.49  -1.16  -6.91
O  -0.01  0.83  -1.52
H  0.59  -1.13  -1.63
H  -0.94  -0.91  -0.73
C  -2.27  1.60  -1.19
C  -0.62  2.97  -2.43
H  -1.35  3.46  -3.08
H  0.35  3.01  -2.93
H  -0.55  3.53  -1.48
H  -1.91  2.06  -0.25
H  -2.65  0.59  -1.01
H  -3.08  2.21  -1.61
Yb  0.57  -0.27  3.33
C  -1.73  -1.70  3.78
C  -2.11  -1.36  2.45
C  -1.37  -2.18  1.56
H  -2.89  -0.65  2.17
C  -0.48  -2.98  2.32
C  -0.71  -2.70  3.70
H  -0.23  -3.20  4.55
H  -2.18  -1.31  4.70
H  -1.54  -2.27  0.48
H  0.21  -3.72  1.92
C  2.60  0.98  2.48
C  3.07  -0.17  3.18
C  2.85  -1.30  2.35
H  3.52  -0.17  4.18
C  2.28  -0.84  1.13
C  2.11  0.57  1.21
H  1.75  1.22  0.41
H  2.64  2.01  2.83
H  3.10  -2.33  2.58
H  2.10  -1.44  0.23
O  2.04  3.47  6.02
S  1.51  2.15  5.81
O  2.35  1.00  6.06
N  0.82  1.97  4.32
C  -0.53  1.79  4.32
O  -1.12  1.34  3.27
C  -1.08  1.83  5.68
C  -2.34  1.34  6.08
C  -2.53  1.06  7.44
C  -1.51  1.27  8.38
C  -0.25  1.72  7.96
C  -0.06  1.96  6.61
H  -3.11  1.19  5.33
H  -3.49  0.66  7.77
H  -1.68  1.06  9.43
H  0.58  1.88  8.64

Computed properties:
Net charge: -2
LUMO (alpha / beta): 3.34 / 3.34 eV
Spin multiplicity: 2

no.,DFT total energy (Eh)
1,-1327.60501
2,-1628.63323
3,-2523.97851
4,-3139.07396
5,-3095.45248
6,-3377.12212